[1]
This record from the Open Molecules 2025 dataset describes a molecular structure, C53H82AsBrGe2O2PtSSi3 in a non-equilibrium geometry. The level of theory is the ωB97M-V functional and the def2-TZVPD basis.

Computed properties:
Spin multiplicity ... 2
LUMO level (spin up / spin down) ... -3.41 / -4.26 eV
Gap between HOMO and LUMO (spin up / spin down) ... 6.063 / 5.192 eV
Net charge ... +1

Positions of all 146 atoms, in Å:
Pt (-0.340, 0.226, -0.397)
C (3.606, -4.906, -4.728)
C (4.164, -3.471, -4.730)
C (5.699, -3.514, -4.648)
C (3.771, -2.808, -6.053)
C (3.618, -2.726, -3.529)
C (2.921, -1.517, -3.646)
C (2.435, -0.918, -2.522)
Br (1.507, 0.711, -2.695)
C (2.521, -1.471, -1.182)
O (1.927, -0.913, -0.233)
C (3.339, -2.690, -1.079)
C (3.827, -3.247, -2.228)
C (3.664, -3.303, 0.275)
C (2.357, -3.788, 0.922)
C (4.617, -4.495, 0.176)
C (4.329, -2.240, 1.167)
H (3.965, -5.440, -5.609)
H (2.513, -4.892, -4.755)
H (3.920, -5.463, -3.843)
H (6.097, -4.042, -5.517)
H (6.043, -4.030, -3.749)
H (6.112, -2.502, -4.641)
H (4.151, -3.410, -6.879)
H (4.201, -1.807, -6.144)
H (2.685, -2.739, -6.160)
H (2.765, -1.044, -4.606)
H (4.416, -4.150, -2.141)
H (1.854, -4.519, 0.279)
H (1.685, -2.950, 1.102)
H (2.580, -4.273, 1.875)
H (4.179, -5.324, -0.389)
H (4.827, -4.857, 1.184)
H (5.569, -4.212, -0.282)
H (3.665, -1.398, 1.339)
H (5.246, -1.868, 0.699)
H (4.587, -2.672, 2.137)
C (-6.636, -0.694, 2.352)
C (-5.299, -0.002, 2.304)
C (-4.716, 0.326, 1.078)
C (-3.495, 0.976, 1.011)
C (-2.844, 1.321, 2.184)
C (-3.385, 0.974, 3.417)
C (-4.607, 0.316, 3.469)
S (-1.325, 2.278, 2.097)
C (-1.864, 3.721, 3.141)
O (-1.365, 3.011, 0.799)
H (-7.310, -0.287, 1.599)
H (-7.099, -0.586, 3.333)
H (-6.519, -1.761, 2.151)
H (-5.252, 0.101, 0.161)
H (-3.057, 1.241, 0.060)
H (-2.854, 1.205, 4.337)
H (-5.029, 0.058, 4.436)
H (-2.779, 4.095, 2.690)
H (-1.040, 4.433, 3.075)
H (-1.993, 3.367, 4.163)
C (-0.067, 0.839, 1.580)
Ge (0.324, -0.195, 3.235)
C (-0.247, 0.791, 4.856)
C (-0.668, 0.076, 5.981)
C (-0.878, 0.713, 7.199)
C (-0.669, 2.082, 7.316)
C (-0.248, 2.809, 6.210)
C (-0.029, 2.165, 4.998)
C (-0.491, -1.958, 3.485)
C (0.275, -3.119, 3.559)
C (-0.308, -4.341, 3.873)
C (-1.670, -4.419, 4.129)
C (-2.448, -3.268, 4.061)
C (-1.861, -2.053, 3.739)
C (2.262, -0.200, 3.537)
C (3.073, 0.789, 2.976)
C (4.419, 0.886, 3.313)
C (4.975, -0.007, 4.221)
C (4.174, -0.980, 4.805)
C (2.829, -1.071, 4.472)
H (0.820, 1.472, 1.399)
H (-0.827, -0.994, 5.909)
H (-1.194, 0.137, 8.061)
H (-0.818, 2.578, 8.268)
H (-0.076, 3.876, 6.300)
H (0.336, 2.746, 4.156)
H (1.340, -3.067, 3.387)
H (0.304, -5.235, 3.923)
H (-2.120, -5.367, 4.396)
H (-3.512, -3.318, 4.262)
H (-2.472, -1.160, 3.713)
H (2.661, 1.500, 2.268)
H (5.030, 1.666, 2.873)
H (6.026, 0.058, 4.475)
H (4.595, -1.667, 5.531)
H (2.209, -1.816, 4.961)
C (-2.270, 2.741, -5.146)
Si (-2.208, 1.600, -3.657)
C (-1.438, -0.007, -4.276)
C (-3.927, 1.195, -3.024)
Ge (-0.958, 2.600, -1.758)
Si (-2.696, 4.485, -1.212)
C (-3.217, 5.190, -2.881)
C (-4.311, 3.955, -0.426)
C (-1.761, 5.814, -0.269)
Si (0.722, 4.133, -2.777)
C (1.971, 4.509, -1.430)
C (1.592, 3.318, -4.241)
C (0.060, 5.747, -3.459)
H (-2.652, 2.185, -6.009)
H (-1.274, 3.118, -5.403)
H (-2.924, 3.603, -4.987)
H (-2.119, -0.528, -4.959)
H (-1.201, -0.677, -3.452)
H (-0.511, 0.192, -4.821)
H (-4.566, 0.801, -3.823)
H (-4.416, 2.080, -2.611)
H (-3.863, 0.443, -2.232)
H (-3.993, 4.580, -3.353)
H (-2.392, 5.300, -3.586)
H (-3.639, 6.189, -2.706)
H (-4.940, 3.438, -1.153)
H (-4.864, 4.846, -0.098)
H (-4.192, 3.302, 0.429)
H (-1.145, 6.410, -0.947)
H (-1.112, 5.371, 0.484)
H (-2.458, 6.499, 0.231)
H (2.390, 3.579, -1.031)
H (1.506, 5.052, -0.601)
H (2.798, 5.116, -1.812)
H (2.520, 2.835, -3.923)
H (1.843, 4.071, -4.996)
H (0.974, 2.553, -4.723)
H (-0.521, 6.328, -2.740)
H (-0.556, 5.590, -4.349)
H (0.923, 6.354, -3.760)
C (-3.128, -2.174, -2.076)
As (-1.426, -1.866, -1.179)
C (-0.323, -3.134, -2.165)
C (-1.759, -2.909, 0.417)
H (-3.229, -3.250, -2.223)
H (-3.178, -1.677, -3.041)
H (-3.940, -1.826, -1.438)
H (-0.834, -4.097, -2.202)
H (0.633, -3.265, -1.659)
H (-0.139, -2.786, -3.181)
H (-2.174, -3.883, 0.157)
H (-2.454, -2.374, 1.060)
H (-0.830, -3.052, 0.965)

***

[2]
This record from the Open Molecules 2025 dataset describes a gas-phase ion, C3H6N3 (charge +1) in a non-equilibrium geometry. The level of theory is the ωB97M-V functional and the def2-TZVPD basis.

Computed properties:
LUMO level ... -3.97 eV
Gap between HOMO and LUMO ... 10.903 eV
Net charge ... +1
Structure (SMILES) ... C1[NH2+]CC12N=N2

Positions of all 12 atoms, in Å:
C (-0.850, 0.491, -0.346)
C (0.821, -0.777, 0.180)
C (-0.025, 0.234, 0.977)
N (-0.027, 1.306, 1.981)
N (-0.832, 0.407, 2.167)
N (0.258, -0.161, -1.115)
H (-1.734, -0.115, -0.456)
H (-1.180, 1.492, -0.808)
H (1.974, -0.771, 0.431)
H (0.416, -1.699, 0.343)
H (0.172, -0.840, -1.918)
H (1.006, 0.432, -1.437)

***

[3]
This record from the Open Molecules 2025 dataset describes a single CHO2PS molecule in a non-equilibrium geometry. The level of theory is the ωB97M-V functional and the def2-TZVPD basis.

Computed properties:
LUMO level ... -1.02 eV
Gap between HOMO and LUMO ... 9.007 eV
Net charge ... 0
Structure (SMILES) ... O=CSP=O

Positions of all 6 atoms, in Å:
C (-0.833, -0.743, 0.655)
O (-1.371, -0.220, -0.262)
O (1.271, -0.154, 1.999)
P (1.690, -1.404, 1.419)
S (0.004, -2.329, 0.622)
H (-0.814, -0.307, 1.606)

***

[4]
This record from the Open Molecules 2025 dataset describes 2 unconnected molecules or ions with the total composition C3H11NOS in a non-equilibrium geometry. The level of theory is the ωB97M-V functional and the def2-TZVPD basis.

Computed properties:
LUMO level ... 0.93 eV
Gap between HOMO and LUMO ... 9.821 eV
Net charge ... 0
Structure (SMILES) ... CCS.NCO

Positions of all 17 atoms, in Å:
C (0.033, -2.638, 1.381)
C (-1.418, -2.224, 1.664)
S (-1.420, -0.383, 1.527)
H (0.365, -2.562, 0.314)
H (0.758, -1.835, 1.810)
H (-0.087, -3.730, 1.574)
H (-1.653, -2.695, 2.640)
H (-2.099, -2.714, 0.916)
H (-1.912, 0.051, 2.672)
N (0.703, 3.137, -2.693)
C (1.138, 1.969, -1.948)
O (0.671, 1.825, -0.531)
H (1.066, 4.060, -2.387)
H (-0.338, 3.202, -2.796)
H (2.200, 1.863, -1.878)
H (0.703, 1.091, -2.443)
H (1.291, 1.583, 0.180)

***

[5]
This record from the Open Molecules 2025 dataset describes a single C3H3NO2S molecule in a non-equilibrium geometry. The level of theory is the ωB97M-V functional and the def2-TZVPD basis.

Computed properties:
LUMO level (spin up / spin down) ... -0.68 / -0.19 eV
Gap between HOMO and LUMO (spin up / spin down) ... 7.557 / 7.980 eV
Net charge ... 0
Structure (SMILES) ... [O-][N+]1=CC=COS1

Positions of all 10 atoms, in Å:
C (0.032, 0.242, -1.047)
C (-1.060, -0.528, -0.875)
C (0.789, 0.746, 0.025)
N (0.689, 0.072, 1.396)
O (1.283, 0.455, 2.402)
O (-1.506, -0.860, 0.389)
S (-0.317, -1.362, 1.404)
H (0.318, 0.539, -2.044)
H (-1.715, -0.858, -1.663)
H (1.488, 1.553, 0.013)

***

[6]
This record from the Open Molecules 2025 dataset describes 2 unconnected molecules or ions with the total composition C4H12N2O2 in a non-equilibrium geometry. The level of theory is the ωB97M-V functional and the def2-TZVPD basis.

Computed properties:
Spin multiplicity ... 2
LUMO level (spin up / spin down) ... -8.69 / -6.91 eV
Gap between HOMO and LUMO (spin up / spin down) ... 5.000 / 7.193 eV
Net charge ... +1

Positions of all 20 atoms, in Å:
C (-1.538, -0.824, 0.292)
N (-0.492, -1.771, 0.828)
C (0.393, -1.005, 1.644)
O (-0.510, 1.952, 1.522)
C (-0.890, -0.001, -0.823)
N (0.368, -0.549, -1.445)
C (1.037, 0.714, -1.721)
O (1.548, 1.380, -0.613)
H (-2.433, -1.436, -0.072)
H (-2.058, -0.195, 1.169)
H (-0.867, -2.585, 1.304)
H (1.433, -0.970, 1.144)
H (0.658, -1.625, 2.559)
H (-0.053, -0.022, 1.836)
H (-1.620, 0.075, -1.613)
H (-0.710, 0.930, -0.286)
H (0.970, -1.162, -0.856)
H (0.343, 1.310, -2.278)
H (2.034, 0.408, -2.261)
H (0.862, 1.558, 0.040)

***

[7]
This record from the Open Molecules 2025 dataset describes a molecular structure, C20H47EuNO4P3 in a non-equilibrium geometry. The level of theory is the ωB97M-V functional and the def2-TZVPD basis.

Computed properties:
Spin multiplicity ... 7
LUMO level (spin up / spin down) ... -8.09 / -5.97 eV
Gap between HOMO and LUMO (spin up / spin down) ... 6.387 / 8.523 eV
Net charge ... +2

Positions of all 76 atoms, in Å:
Eu (0.484, -1.565, -0.230)
P (-0.313, -0.137, -2.695)
P (-1.246, -1.020, 2.136)
N (-2.327, -2.195, -0.866)
C (-1.671, -1.319, -3.142)
H (-2.126, -0.931, -4.067)
H (-1.232, -2.304, -3.377)
C (-2.786, -1.487, -2.102)
H (-3.206, -0.516, -1.810)
H (-3.596, -2.085, -2.557)
C (-3.245, -1.937, 0.288)
H (-4.115, -2.610, 0.192)
H (-3.609, -0.904, 0.223)
C (-2.585, -2.204, 1.646)
H (-2.189, -3.232, 1.671)
H (-3.362, -2.130, 2.423)
C (-2.134, 0.191, 3.238)
C (-1.334, 1.482, 3.441)
H (-1.942, 2.189, 4.023)
H (-1.073, 1.962, 2.493)
H (-0.407, 1.301, 3.999)
C (-0.108, -2.030, 3.230)
C (0.903, -1.144, 3.974)
H (1.738, -1.773, 4.319)
H (0.455, -0.682, 4.866)
H (1.330, -0.346, 3.349)
C (1.200, -0.840, -3.546)
C (2.396, 0.121, -3.495)
H (3.294, -0.417, -3.835)
H (2.610, 0.498, -2.485)
H (2.254, 0.979, -4.167)
C (-0.793, 1.434, -3.579)
C (-0.017, 2.656, -3.073)
H (-0.483, 3.561, -3.491)
H (1.028, 2.638, -3.411)
H (-0.016, 2.743, -1.982)
C (-0.662, 0.665, -0.059)
O (-1.424, 1.553, -0.008)
C (-0.812, -2.987, 4.191)
H (-1.229, -2.460, 5.057)
H (-1.611, -3.563, 3.712)
H (-0.070, -3.703, 4.570)
C (0.963, -1.336, -4.972)
H (1.830, -1.939, -5.276)
H (0.074, -1.969, -5.064)
H (0.879, -0.504, -5.680)
C (-0.735, 1.394, -5.108)
H (-1.253, 2.287, -5.489)
H (0.301, 1.448, -5.472)
H (-1.231, 0.517, -5.543)
C (-2.596, -0.345, 4.593)
H (-1.755, -0.462, 5.290)
H (-3.275, 0.395, 5.042)
H (-3.146, -1.290, 4.526)
H (-3.028, 0.444, 2.642)
H (-1.848, 1.559, -3.273)
H (0.461, -2.645, 2.499)
H (1.453, -1.720, -2.915)
H (-2.499, -3.168, -1.079)
H (2.322, -1.942, -0.013)
C (4.136, -0.086, 1.517)
O (3.539, 0.678, 0.454)
P (1.911, 1.016, 0.459)
O (1.713, 1.669, 1.962)
C (2.019, 3.026, 2.349)
O (1.898, 2.345, -0.508)
C (2.983, 3.291, -0.660)
H (3.913, -1.157, 1.412)
H (3.790, 0.246, 2.506)
H (5.214, 0.085, 1.441)
H (1.368, 3.746, 1.837)
H (1.816, 3.071, 3.424)
H (3.075, 3.268, 2.174)
H (3.896, 2.993, -0.128)
H (3.203, 3.374, -1.728)
H (2.639, 4.260, -0.281)

***

[8]
This record from the Open Molecules 2025 dataset describes 2 unconnected molecules or ions with the total composition C3H4N6O3S2 in a non-equilibrium geometry. The level of theory is the ωB97M-V functional and the def2-TZVPD basis.

Computed properties:
LUMO level ... -0.43 eV
Gap between HOMO and LUMO ... 8.445 eV
Net charge ... 0
Structure (SMILES) ... NC(=O)N/N=[N+](\[O-])O.N#CSN=C=S

Positions of all 18 atoms, in Å:
C (4.409, -1.370, -0.814)
C (0.123, -0.901, -0.314)
C (2.329, 1.559, -0.365)
N (4.795, -1.941, -1.733)
N (-0.800, -1.287, -1.158)
N (-0.139, 0.375, 0.177)
N (3.170, 0.744, -0.135)
N (0.771, 0.995, 1.066)
N (1.000, 0.372, 2.142)
O (1.927, 1.181, 2.909)
O (1.099, -1.482, -0.018)
O (0.735, -0.756, 2.536)
S (1.797, 2.893, -1.020)
S (3.897, -0.527, 0.543)
H (-1.574, -0.763, -1.294)
H (-0.992, -2.359, -1.165)
H (-0.767, 0.920, -0.316)
H (2.256, 1.983, 2.524)

***

DFT total energy readings, ordered: -342007.3951 -7667.4845 -25271.8102 -17660.5980 -19575.0513 -11402.2395 -78362.4290 -39922.2196 eV